The following is a quantum chemistry calculation of a molecular structure, CH4OS2 at a distorted geometry, from the Open Molecules 2025 dataset.

Last column: Mulliken charge in e.
Element x y z (Å)
S -0.848 -0.513 -1.571  -0.22
S 1.113 -2.314 -0.238  -0.20
H -0.407 -1.559 -0.788  0.18
H 1.811 -1.240 -0.632  0.19
O -0.625 2.117 1.748  -0.41
C -0.423 1.413 0.807  0.23
H -0.174 0.344 0.913  0.04
H -0.447 1.752 -0.240  0.20

ΔE to the lowest compared entry with this formula, charge and spin, kJ/mol: 420.9
Total energy, hartree: -911.93122
HOMO level, eV: -9.904
Strongest force on any atom, eV/A: 1.91

=====

The following is a quantum chemistry calculation of C3H3F3O in the gas phase at a distorted geometry, from the Open Molecules 2025 dataset.

Last column: Mulliken charge in e.
Element x y z (Å)
C -0.161 -0.065 0.557  0.70
C 1.835 -0.147 -1.075  -0.14
C -1.579 0.388 0.518  -0.83
O 0.447 -0.345 -0.506  -0.06
F 0.583 0.073 1.751  -0.21
F 1.768 -0.745 -2.271  -0.18
F 2.756 -0.763 -0.329  -0.16
H -1.917 0.399 1.570  0.30
H -2.235 -0.204 -0.119  0.33
H -1.498 1.409 -0.094  0.25

ΔE to the lowest compared entry with this formula, charge and spin, kJ/mol: 371.2
Total energy, hartree: -490.80932
HOMO level (spin up / spin down), eV: -8.125 / -7.736
Strongest force on any atom, eV/A: 3.26

=====

The following is a quantum chemistry calculation of 2 unconnected molecules or ions with the total composition C6H13N3 at a distorted geometry, from the Open Molecules 2025 dataset.

Last column: Mulliken charge in e.
Element x y z (Å)
H -0.185 2.760 -0.249  0.31
N 0.799 2.441 -0.201  -0.71
C 0.838 1.232 -0.661  0.48
C 2.129 0.484 -0.770  -1.07
C -0.486 0.654 -1.299  0.90
C -0.431 -0.388 -2.375  -1.48
N -1.586 1.242 -0.948  -0.71
H -2.394 0.781 -1.381  0.27
H 2.356 0.037 0.202  0.21
H 2.120 -0.311 -1.513  0.29
H 2.934 1.179 -1.025  0.39
H -0.194 0.095 -3.327  0.31
H 0.316 -1.153 -2.163  0.30
H -1.398 -0.893 -2.460  0.44
H -0.174 -2.618 1.391  0.22
N 0.106 -1.734 0.948  -0.52
C -0.267 -0.729 1.666  0.40
C -0.941 -0.840 2.994  -1.13
H -0.207 0.310 1.210  0.17
H -1.935 -0.389 2.923  0.26
H -0.361 -0.277 3.730  0.27
H -1.040 -1.882 3.308  0.37

ΔE to the lowest compared entry with this formula, charge and spin, kJ/mol: 157.0
Total energy, hartree: -400.63321
SMILES string: [H]/N=C(C)\C(C)=N\[H].[H]/N=C\C
HOMO level, eV: -9.786
Strongest force on any atom, eV/A: 2.37

=====

The following is a quantum chemistry calculation of a molecular structure, C22H19F5OReS4SbSeSi at a distorted geometry, from the Open Molecules 2025 dataset.

Last column: Mulliken charge in e.
Element x y z (Å)
Re 0.358 1.005 -2.200  0.70
S 0.591 2.765 -6.790  -0.59
Sb 1.185 1.058 -5.469  0.77
S 2.105 1.940 -3.306  -0.38
S -0.727 0.275 -4.069  -0.38
S 2.404 -0.689 -6.164  -0.59
F -5.971 1.494 0.451  -0.38
C -4.800 1.882 -0.067  0.69
C -3.705 2.051 0.753  0.21
F -3.823 1.822 2.066  -0.41
C -2.496 2.436 0.204  0.67
F -1.466 2.549 1.046  -0.35
C -2.345 2.666 -1.157  -0.85
Se -0.656 3.200 -1.906  -0.10
C -3.467 2.493 -1.953  0.76
F -3.413 2.700 -3.267  -0.34
C -4.684 2.106 -1.422  0.13
F -5.756 1.950 -2.208  -0.33
C 2.169 -2.908 1.935  -1.68
C 2.080 -2.602 0.432  1.93
C 1.340 -3.737 -0.286  -1.87
C 3.494 -2.460 -0.145  -1.85
Si 1.152 -1.005 0.130  -0.04
O 1.183 -0.637 -1.464  -0.71
C -0.668 -1.083 0.631  0.58
C -1.636 -0.811 -0.345  -0.81
C -2.993 -0.733 -0.041  -0.93
C -3.418 -0.950 1.261  -0.78
C -2.485 -1.259 2.245  -0.87
C -1.133 -1.324 1.932  -0.38
C 1.914 0.439 1.051  0.44
C 3.090 0.999 0.528  0.02
C 3.690 2.101 1.126  -0.81
C 3.121 2.671 2.258  -0.41
C 1.947 2.145 2.780  -0.72
C 1.350 1.043 2.179  0.02
H 2.790 -3.797 2.098  0.48
H 1.184 -3.118 2.364  0.31
H 2.617 -2.082 2.495  0.33
H 1.868 -4.686 -0.132  0.50
H 1.282 -3.555 -1.363  0.36
H 0.319 -3.856 0.089  0.33
H 4.033 -3.408 -0.031  0.49
H 4.068 -1.689 0.376  0.36
H 3.471 -2.207 -1.208  0.33
H -1.351 -0.716 -1.392  1.42
H -3.709 -0.512 -0.825  0.73
H -4.471 -0.885 1.509  0.41
H -2.813 -1.439 3.261  0.38
H -0.427 -1.548 2.726  0.25
H 3.527 0.586 -0.376  0.54
H 4.594 2.519 0.702  0.41
H 3.584 3.533 2.724  0.37
H 1.485 2.603 3.648  0.40
H 0.419 0.667 2.585  0.28

⟨S²⟩: 3.786
Total energy, hartree: -6026.70660
Charge: -1
2S+1: 4
HOMO level (spin up / spin down), eV: -4.669 / -5.366
Strongest force on any atom, eV/A: 1.24

=====

The following is a quantum chemistry calculation of a molecular structure, C20H43BiOP3S at a distorted geometry, from the Open Molecules 2025 dataset.

Last column: Mulliken charge in e.
Element x y z (Å)
Bi 0.668 -0.559 0.140  1.03
P -0.535 -2.673 1.265  0.75
P 1.822 -1.769 -1.958  0.63
P -1.741 -0.528 -1.300  0.55
H 1.344 3.089 2.141  0.36
C 0.298 3.271 2.483  -0.46
C -0.282 2.522 3.438  -0.63
H 0.281 1.813 4.078  0.31
C 0.509 -3.268 2.661  -1.16
C -0.770 -4.219 0.319  -1.20
C -2.097 -2.443 2.157  -1.12
C 2.794 -0.624 -3.013  -1.30
C 3.148 -2.856 -1.279  -0.89
C 0.987 -2.849 -3.164  -1.18
C -2.935 0.392 -0.270  -0.95
C -2.792 -1.941 -1.819  -1.29
C -1.525 0.309 -2.908  -1.00
H -0.387 3.959 1.954  0.24
H -1.383 2.527 3.531  0.26
H 0.723 -2.425 3.338  0.34
H 1.460 -3.691 2.295  0.27
H -0.044 -4.040 3.224  0.51
H 0.193 -4.613 -0.029  0.35
H -1.421 -4.053 -0.544  0.28
H -1.240 -4.957 0.983  0.50
H -1.930 -1.746 2.980  0.43
H -2.401 -3.410 2.560  0.46
H -2.875 -2.057 1.502  0.27
H 3.240 -1.214 -3.833  0.46
H 3.596 -0.138 -2.433  0.41
H 2.133 0.146 -3.441  0.39
H 3.858 -3.116 -2.084  0.52
H 2.744 -3.791 -0.850  0.34
H 3.702 -2.350 -0.469  0.08
H 1.745 -3.192 -3.880  0.50
H 0.216 -2.305 -3.718  0.35
H 0.532 -3.725 -2.688  0.31
H -3.714 0.835 -0.900  0.42
H -2.454 1.200 0.295  0.24
H -3.404 -0.281 0.462  0.36
H -3.659 -1.533 -2.372  0.49
H -3.173 -2.515 -0.960  0.38
H -2.249 -2.629 -2.491  0.33
H -2.494 0.564 -3.365  0.47
H -0.982 -0.359 -3.597  0.30
H -0.916 1.219 -2.839  0.28
C -1.792 5.011 -0.997  0.27
C -1.682 5.638 -2.266  -0.36
C -2.050 6.996 -2.396  -0.47
C -2.554 7.720 -1.310  -0.46
C -2.826 7.046 -0.113  -0.55
C -2.477 5.688 0.024  -0.24
S -1.157 3.361 -0.720  -0.17
H -0.141 3.635 0.204  -0.01
H -1.326 5.069 -3.132  0.33
H -1.931 7.512 -3.351  0.36
H -2.725 8.795 -1.361  0.40
H -3.297 7.527 0.722  0.40
H -2.685 5.126 0.932  0.38
C 4.493 -2.790 2.195  -1.11
C 3.442 -1.745 2.332  0.66
C 3.299 -1.104 3.681  -1.41
O 2.695 -1.467 1.366  -0.27
H 4.953 -3.004 3.158  0.42
H 5.260 -2.430 1.512  0.38
H 4.046 -3.703 1.799  0.30
H 2.577 -0.275 3.675  0.27
H 3.010 -1.859 4.435  0.41
H 4.276 -0.723 4.009  0.46

ΔE to the lowest compared entry with this formula, charge and spin, kJ/mol: 0.0
Total energy, hartree: -2498.96078
Charge: +3
HOMO level, eV: -14.932
Strongest force on any atom, eV/A: 2.53

=====

Q: strongest force on any atom of number 3 (C6H13N3)?
A: 2.37 eV/A

=====

Q: Which of these has the highest strongest force on any atom?
A: C3H3F3O

=====

Q: Among the records above, which one has the lowest strongest force on any atom?
A: C22H19F5OReS4SbSeSi

=====

Q: Among the records above, which one has the highest strongest force on any atom?
A: C3H3F3O